1.
Entry from the OMol25 dataset: the molecule C16H17F2N3O4S at a distorted geometry (ωB97M-V/def2-TZVPD).

Computed properties:
SMILES: Cc1cc(NC(=O)[C@H](C)SCC(=O)Nc2ccccc2OC(F)F)no1
Kohn-Sham gap (eV): 9.124
LUMO (eV): 0.565
Highest occupied orbital energy (eV): -8.56
Spin multiplicity: 1

Geometry (Å):
C (2.88993, 2.19298, 2.42087)
C (1.74394, 1.29966, 2.12755)
C (0.51487, 1.53243, 1.58114)
C (-0.09565, 0.25278, 1.59518)
N (-1.34481, -0.11984, 1.14888)
C (-2.28251, 0.71968, 0.62799)
O (-2.13735, 1.91125, 0.50172)
C (-3.57980, 0.01976, 0.24272)
C (-4.35197, -0.40683, 1.48526)
S (-3.26691, -1.45030, -0.81256)
C (-2.87387, -0.63069, -2.38671)
C (-1.58499, 0.18076, -2.34563)
O (-1.52350, 1.29397, -2.80772)
N (-0.55945, -0.50306, -1.77394)
C (0.72878, -0.05882, -1.48593)
C (1.17234, 1.23422, -1.72917)
C (2.46276, 1.59899, -1.38589)
C (3.31552, 0.68938, -0.78958)
C (2.88743, -0.60626, -0.53722)
C (1.60681, -0.98003, -0.89352)
O (1.08561, -2.25843, -0.67343)
C (1.94592, -3.29194, -0.58256)
F (2.40710, -3.47716, 0.67457)
F (1.26916, -4.41002, -0.89580)
N (0.71027, -0.64755, 2.10908)
O (1.85372, -0.00174, 2.44031)
H (3.79692, 1.60228, 2.51459)
H (2.72288, 2.72394, 3.35754)
H (3.00314, 2.92456, 1.62573)
H (0.09261, 2.44343, 1.21953)
H (-1.54162, -1.11078, 1.21231)
H (-4.17517, 0.71752, -0.35167)
H (-5.29629, -0.86336, 1.19820)
H (-4.55582, 0.46391, 2.10505)
H (-3.78473, -1.12836, 2.06942)
H (-2.78148, -1.43612, -3.11713)
H (-3.70209, 0.01872, -2.67171)
H (-0.75079, -1.44597, -1.45293)
H (0.49728, 1.94149, -2.18070)
H (2.79658, 2.60612, -1.58108)
H (4.31685, 0.97794, -0.51109)
H (3.54312, -1.30404, -0.04031)
H (2.82526, -3.21447, -1.25137)

Mulliken atomic charge list, values in e, 2 entries:
1 C -1.441
2 C 0.149

***

2.
Entry from the OMol25 dataset: a cluster of 12 separate species, C36H102N6O18 in total at a distorted geometry (ωB97M-V/def2-TZVPD).

Computed properties:
SMILES: COC[C@H](C)N.COC[C@H](C)N.COC[C@H](C)N.COC[C@H](C)N.COC[C@H](C)N.COC[C@H](C)N.OCCO.OCCO.OCCO.OCCO.OCCO.OCCO
Kohn-Sham gap (eV): 9.116
LUMO (eV): 0.341
Highest occupied orbital energy (eV): -8.77
Spin multiplicity: 1

Geometry (Å):
C (21.12039, 8.73172, 14.64744)
O (21.27046, 10.13419, 14.51519)
C (20.65193, 10.86526, 15.58729)
C (19.21138, 11.17932, 15.29963)
C (19.16665, 11.65781, 13.81406)
N (18.66484, 12.18449, 16.17857)
H (21.84986, 8.33610, 13.91317)
H (20.16749, 8.32091, 14.23548)
H (21.32753, 8.38536, 15.65990)
H (20.77623, 10.31552, 16.53102)
H (21.13239, 11.85855, 15.58139)
H (18.58704, 10.27781, 15.42984)
H (19.86148, 12.51750, 13.87360)
H (18.23603, 12.08728, 13.46062)
H (19.42705, 10.86882, 13.08952)
H (18.69034, 11.94513, 17.16648)
H (19.14539, 13.08579, 16.10840)
C (16.00937, 12.06413, 19.89296)
O (16.75828, 11.90136, 21.11219)
C (18.19075, 11.95866, 20.77250)
C (19.02754, 12.01706, 22.05672)
C (20.50251, 11.71821, 21.58586)
N (18.60896, 11.04954, 23.01223)
H (16.18961, 13.05823, 19.50070)
H (14.97183, 11.85268, 20.14876)
H (16.30837, 11.28363, 19.17460)
H (18.45777, 11.00502, 20.23695)
H (18.35525, 12.84370, 20.13264)
H (19.01271, 13.02567, 22.46904)
H (20.69605, 12.55443, 20.94116)
H (20.57914, 10.76192, 21.04154)
H (21.12364, 11.72098, 22.46402)
H (18.37022, 10.19506, 22.52029)
H (17.71853, 11.34370, 23.42281)
C (17.45213, 14.36556, 12.21862)
O (18.66192, 13.91634, 11.57675)
C (19.86893, 14.58810, 12.08347)
C (19.87699, 16.05281, 11.66384)
C (19.72902, 16.29614, 10.12766)
N (21.05810, 16.78424, 12.17800)
H (17.58066, 14.21056, 13.31061)
H (16.57066, 13.79167, 11.91694)
H (17.40147, 15.44364, 12.01604)
H (19.90316, 14.38007, 13.15333)
H (20.69012, 14.06531, 11.58736)
H (19.09324, 16.54719, 12.19687)
H (18.87088, 15.73946, 9.72195)
H (20.65351, 15.91244, 9.61863)
H (19.67654, 17.33751, 9.86392)
H (21.92506, 16.49114, 11.76365)
H (20.96620, 17.80108, 12.11098)
C (12.28566, 6.86199, 16.13073)
O (13.41853, 7.74800, 16.28333)
C (13.19046, 9.04421, 15.83684)
C (12.47385, 9.92137, 16.91549)
C (11.80755, 11.04943, 16.19261)
N (13.28706, 10.44147, 17.97175)
H (11.43775, 7.12062, 16.85070)
H (12.74916, 5.87913, 16.35626)
H (11.98371, 6.81639, 15.09058)
H (14.18726, 9.51339, 15.91163)
H (12.73078, 9.14127, 14.86244)
H (11.71211, 9.30387, 17.39354)
H (11.15274, 11.60259, 16.83609)
H (11.25664, 10.71728, 15.28304)
H (12.56714, 11.76554, 15.86317)
H (14.03892, 10.99511, 17.55617)
H (13.70727, 9.71669, 18.56864)
C (8.27340, 13.47391, 15.90796)
O (8.99523, 14.61323, 15.42052)
C (10.19058, 14.19425, 14.80615)
C (11.01452, 15.36556, 14.47714)
C (11.41895, 16.26741, 15.67504)
N (10.42033, 16.06022, 13.40133)
H (7.37662, 13.77334, 16.49105)
H (8.90979, 12.90881, 16.57271)
H (8.08972, 12.79517, 15.08501)
H (10.76225, 13.49184, 15.46477)
H (9.97532, 13.64842, 13.88096)
H (12.01179, 15.05128, 14.09384)
H (11.71256, 15.70776, 16.55518)
H (10.59418, 16.93589, 15.92209)
H (12.26875, 16.83096, 15.35290)
H (11.03221, 16.80120, 13.11127)
H (9.53683, 16.46036, 13.70998)
C (16.63431, 9.38962, 13.47979)
O (16.60171, 9.50550, 12.10943)
C (16.61015, 8.28102, 11.42914)
C (15.15754, 7.88891, 11.17706)
C (15.18563, 6.46594, 10.46000)
N (14.50620, 8.85289, 10.24839)
H (15.60512, 9.11746, 13.81839)
H (16.92006, 10.36818, 13.84789)
H (17.35956, 8.66526, 13.76607)
H (17.17471, 8.50346, 10.51096)
H (17.17195, 7.53963, 12.05268)
H (14.61912, 7.85597, 12.07609)
H (15.61918, 5.60459, 11.01578)
H (15.68711, 6.52107, 9.48615)
H (14.10061, 6.27375, 10.29515)
H (14.95923, 8.80961, 9.33523)
H (14.47022, 9.83332, 10.54691)
O (12.94422, 17.85319, 12.47443)
C (14.22694, 18.23407, 13.01587)
C (14.94980, 16.86795, 13.14432)
O (15.10910, 16.37102, 11.80581)
H (13.23208, 17.53198, 11.60440)
H (14.73806, 18.94680, 12.38630)
H (13.99714, 18.48514, 14.03740)
H (14.39941, 16.23179, 13.80975)
H (15.95031, 17.02429, 13.59396)
H (14.50626, 15.60696, 11.71156)
O (14.21570, 13.17716, 13.23905)
C (14.73525, 12.24217, 14.19670)
C (15.02716, 13.00032, 15.45501)
O (15.57634, 12.11130, 16.39033)
H (14.23036, 12.81134, 12.33417)
H (14.00279, 11.46600, 14.32871)
H (15.65965, 11.80035, 13.84997)
H (14.09642, 13.38336, 15.87032)
H (15.63589, 13.82988, 15.18694)
H (16.54118, 12.15519, 16.27286)
O (17.92825, 9.27775, 18.19390)
C (16.70835, 8.68623, 17.57851)
C (16.82018, 7.21006, 17.50106)
O (17.84000, 6.88868, 16.57275)
H (18.69767, 8.85308, 17.78741)
H (15.88520, 8.95518, 18.25583)
H (16.58604, 9.08631, 16.55901)
H (15.85581, 6.76188, 17.15484)
H (17.04795, 6.78800, 18.49147)
H (17.98600, 5.91347, 16.62299)
O (10.22584, 14.48196, 11.06585)
C (10.87596, 15.62378, 10.34549)
C (12.21415, 15.16324, 9.87938)
O (13.02605, 14.62980, 10.98391)
H (10.02071, 14.80514, 11.97275)
H (10.28588, 15.83647, 9.46312)
H (10.91918, 16.50622, 10.99637)
H (12.76718, 16.03280, 9.46366)
H (12.16780, 14.52657, 9.01770)
H (12.41132, 14.04686, 11.42186)
O (11.87292, 10.85028, 10.34569)
C (11.10880, 10.55898, 11.47254)
C (11.88488, 9.65397, 12.33316)
O (12.00276, 8.36521, 11.68947)
H (11.62687, 10.22035, 9.64612)
H (11.00262, 11.48813, 11.99703)
H (10.17583, 10.04411, 11.25123)
H (11.25219, 9.54266, 13.22990)
H (12.82934, 10.04306, 12.68733)
H (12.55280, 8.48199, 10.90839)
O (15.55234, 11.78497, 10.63505)
C (16.19646, 12.53621, 9.58424)
C (16.15356, 11.80147, 8.21039)
O (16.82638, 10.58136, 8.29861)
H (16.14344, 11.07452, 10.89554)
H (15.67436, 13.48038, 9.58240)
H (17.22922, 12.62548, 9.89248)
H (16.58100, 12.38202, 7.37569)
H (15.09970, 11.56000, 8.02143)
H (17.72762, 10.77290, 8.52030)

Mulliken atomic charge list, values in e, 2 entries:
1 C -0.525
2 O -0.400

***

3.
Entry from the OMol25 dataset: a structure of composition C3H5O3Sr at a distorted geometry (ωB97M-V/def2-TZVPD).

Computed properties:
Total charge: +2
Kohn-Sham gap (spin up / spin down) (eV): 4.639 / 12.657
LUMO (spin up / spin down) (eV): -8.167 / -8.198
Highest occupied orbital energy (spin up / spin down) (eV): -12.81 / -20.86
Spin multiplicity: 2

Geometry (Å):
H (-1.04226, 0.49477, -1.48577)
O (-0.55202, -0.29008, -1.20542)
C (0.87901, 1.89345, 0.32640)
C (-0.77948, -0.59461, 0.16476)
O (0.60948, 2.99429, 0.30108)
O (1.24167, 0.75675, 0.41444)
C (0.48331, -0.49175, 0.96106)
Sr (0.35946, -1.72058, -3.13264)
H (-1.22730, -1.59051, 0.24918)
H (-1.48696, 0.11850, 0.61156)
H (1.16639, -1.32549, 0.77790)
H (0.34871, -0.24473, 2.01745)

Mulliken atomic charge list, values in e, 2 entries:
1 H 0.305
2 O -0.440

***

4.
Entry from the OMol25 dataset: the molecule C4H9NO2 (ωB97M-V/def2-TZVPD).

Computed properties:
SMILES: C[C@@H]1C[C@@](N)(O)O1
Kohn-Sham gap (eV): 10.713
LUMO (eV): 0.985
Highest occupied orbital energy (eV): -9.73
Spin multiplicity: 1

Geometry (Å):
C (1.40831, 1.61592, -0.35453)
C (0.58278, 0.40936, -0.73067)
C (-0.89234, 0.38768, -0.34316)
C (-0.59455, -0.97788, 0.28270)
N (-1.19323, -1.20619, 1.53304)
O (-0.83416, -2.10454, -0.50629)
O (0.84806, -0.71728, 0.14329)
H (1.37207, 1.74172, 0.73206)
H (1.01219, 2.51938, -0.83101)
H (2.45365, 1.49501, -0.65741)
H (0.73562, 0.14858, -1.78897)
H (-1.11556, 1.14060, 0.42052)
H (-1.65188, 0.39266, -1.12429)
H (-1.03332, -2.12436, 1.92394)
H (-1.12944, -0.46030, 2.21075)
H (0.03180, -2.26036, -0.90999)

Mulliken atomic charge list, values in e, 2 entries:
1 C -1.398
2 C 0.376